1.
Entry from OMol25: a cluster of 5 separate species, C40H50F33NO9P in total at a distorted geometry (the ωB97M-V functional and the def2-TZVPD basis).

The calculation puts the frontier orbital gap at 7.6 eV. The charge is +1. The LUMO energy is -4.837 eV. The largest force on an atom comes out at 2.8 eV/Å.

```
134
Properties=species:S:1:pos:R:3:forces:R:3:lowdin_charge:R:1
C -1.949994 4.857186 3.029850 -0.6401 -0.3169 -0.1768 -0.096
C -3.256808 4.569569 2.244651 0.9582 0.2152 -0.1349 -0.232
C -3.180040 3.304388 1.376800 -0.9506 0.1372 0.4496 -0.211
C -3.687431 2.023223 2.074841 0.5247 -0.2813 -0.7353 -0.194
C -2.580968 1.035107 2.489666 -0.9194 0.6655 0.4873 -0.215
C -1.971810 1.354081 3.851061 0.4676 -0.5575 -0.1670 -0.200
C -1.013427 0.224058 4.312756 -0.3309 1.2079 -0.6643 -0.180
C 0.442393 0.584520 3.963801 0.0758 -0.4825 0.6913 -0.189
C 1.232473 -0.592847 3.372926 -0.6780 0.2106 0.0170 -0.194
C 1.440880 -0.418324 1.869714 0.7780 -0.8979 0.6158 -0.216
C 2.665444 0.435553 1.587662 -0.2551 -0.0624 -0.4287 -0.209
C 3.062026 0.442344 0.117429 -0.1482 0.9585 0.2458 -0.181
C 2.041700 1.289514 -0.676733 0.6258 -0.2558 -0.0455 -0.160
C 1.709227 0.786606 -2.078987 -0.0224 0.2033 0.2130 -0.093
C 0.776106 -0.388807 -2.157211 0.7250 1.4560 -0.2322 -0.107
C 1.035436 -1.590359 -1.603082 1.4704 -0.9934 1.2012 0.005
N 0.215723 -2.616813 -1.753296 -0.0908 -0.2757 0.1336 0.127
C -0.913696 -2.554145 -2.462204 -0.6765 -2.5131 0.9044 -0.197
P -2.052038 -4.080050 -2.733262 -1.0812 -0.5841 -0.9200 0.940
O -0.947264 -5.231188 -3.057308 0.2267 0.6597 0.6819 -0.256
O -2.529576 -4.488455 -1.210319 1.2950 0.9665 -0.3077 -0.250
C -1.229490 -1.363012 -3.000552 -0.6812 0.0684 -0.5344 -0.225
F -2.346229 -1.232755 -3.692971 -0.1565 0.0849 -0.0854 0.147
C -0.390036 -0.301791 -2.854985 -0.8354 1.9420 -0.9259 0.015
C -0.829236 0.974022 -3.541441 0.4808 1.3180 -1.9725 -0.363
O -0.434578 1.329956 -4.634919 -1.0675 -1.0808 2.4077 0.209
O -1.799360 1.690660 -2.850168 0.3736 -0.2824 -0.6302 0.030
O -1.276836 1.900888 -1.545653 0.4092 -0.1214 0.5289 0.033
H -1.661544 5.896640 2.918022 0.1752 0.0768 0.0865 0.066
H -2.062944 4.634119 4.086873 0.0676 0.0325 0.1471 0.065
H -1.168430 4.208980 2.639745 0.3060 0.1771 0.0118 0.051
H -3.438796 5.416935 1.586604 -0.0993 0.0732 -0.0379 0.096
H -4.097342 4.518160 2.929452 -0.2076 -0.0717 -0.0081 0.102
H -2.169078 3.162559 0.991137 0.1688 0.0369 0.0232 0.090
H -3.818297 3.486560 0.512929 -0.0193 -0.0743 -0.1472 0.085
H -4.321505 1.494760 1.361942 -0.1698 -0.0279 -0.0289 0.099
H -4.326533 2.267157 2.919536 -0.0152 0.0495 0.1571 0.109
H -1.818366 1.068680 1.706590 0.2233 -0.3484 -0.0073 0.090
H -3.037892 0.045792 2.539172 0.2101 -0.2061 -0.1069 0.106
H -1.396762 2.270871 3.751761 -0.0687 0.2440 0.2582 0.081
H -2.748209 1.523006 4.595134 -0.2057 0.0137 -0.0931 0.116
H -1.140991 0.094988 5.382098 0.1491 -0.3377 0.1166 0.108
H -1.317713 -0.679549 3.786304 0.0298 -0.2629 0.1913 0.094
H 0.467652 1.441988 3.289993 -0.0030 -0.0094 -0.1751 0.098
H 0.900677 0.927549 4.889587 0.2309 0.1155 0.0040 0.112
H 0.656969 -1.501565 3.548915 -0.0149 -0.1141 0.0376 0.090
H 2.178013 -0.749293 3.883997 0.2470 0.0892 -0.0850 0.113
H 1.641504 -1.423054 1.479383 -0.1139 -0.0152 -0.3040 0.091
H 0.525801 -0.035213 1.414072 -0.0404 0.0352 -0.1226 0.101
H 3.509401 0.100263 2.186660 -0.0359 -0.0597 0.1782 0.120
H 2.439978 1.465397 1.866920 0.2191 0.1395 0.1622 0.105
H 4.022456 0.950950 0.061262 0.1955 -0.1114 -0.2217 0.116
H 3.227100 -0.554509 -0.290426 -0.0853 -0.1230 0.1043 0.093
H 1.149979 1.465598 -0.081069 -0.2890 -0.1643 -0.1015 0.103
H 2.486176 2.272302 -0.808967 -0.0265 0.1714 -0.0343 0.125
H 2.633538 0.547302 -2.607217 0.0510 -0.0771 -0.0542 0.147
H 1.249568 1.611143 -2.610692 -0.0023 0.0626 -0.2460 0.115
H 1.934796 -1.775245 -1.039467 0.0194 -0.0927 0.1059 0.145
H 0.484363 -3.492279 -1.315170 0.0497 -0.0096 -0.0220 0.166
H -0.430390 -5.473606 -2.271563 0.1092 -0.4255 -0.3327 0.063
H -1.768697 -4.317551 -0.628840 -0.5143 -0.3276 0.6198 0.034
H -1.870194 1.426801 -0.938192 -0.3279 0.0618 -0.2742 0.118
C 7.710203 4.248390 4.253937 0.2057 0.5791 0.1651 -0.031
C 8.062378 2.747425 4.189047 -0.6347 0.0924 0.3207 -0.442
C 8.309238 2.123399 2.811338 0.3718 -0.2628 -0.1617 -0.305
F 7.219948 2.177896 2.018928 -0.2253 0.2004 0.0876 0.090
F 8.621079 0.815484 2.968338 0.0024 0.0643 0.1259 0.096
F 7.128212 2.038916 4.860822 -0.0431 -0.0555 -0.1486 0.131
F 9.231387 2.603546 4.870503 0.1692 0.0852 -0.1767 0.110
O 6.341741 4.620611 4.407322 -0.1827 -0.6953 -0.3611 0.047
C 5.496361 4.777334 3.331182 0.7642 0.4413 0.2447 -0.541
C 4.336435 3.779282 3.373508 -0.3627 -0.1581 0.1177 -0.278
F 4.785057 2.510078 3.362031 0.1715 -0.0509 -0.0836 0.096
F 3.548876 3.947179 2.280576 0.0766 0.0880 -0.0214 0.085
F 6.158803 4.734330 2.159840 -0.0937 -0.2305 -0.0158 0.151
F 4.958203 6.012017 3.426018 -0.1529 -0.0483 -0.0005 0.149
H 8.168876 4.596938 5.178043 -0.0497 -0.0977 0.0515 0.150
H 8.194795 4.814379 3.458879 -0.0982 -0.1745 -0.2222 0.147
H 9.143841 2.616732 2.306263 -0.0215 0.0702 0.0410 0.174
H 3.734611 3.928545 4.271812 0.0587 0.1191 0.0084 0.177
C -1.586982 -6.406546 1.893501 -0.5403 0.1907 -0.5155 -0.034
C -1.559018 -7.597604 2.870843 0.6704 -0.0674 -0.3018 -0.442
C -1.831736 -7.315151 4.351863 -0.2950 -0.1960 0.3661 -0.307
F -0.910239 -6.487979 4.882745 0.1149 0.1290 -0.2069 0.099
F -1.776924 -8.477322 5.034087 0.0004 -0.0263 -0.1464 0.111
F -0.389284 -8.256212 2.725576 0.0305 0.0914 0.1285 0.139
F -2.542002 -8.441065 2.459707 -0.2118 0.1573 0.0722 0.117
O -0.343981 -5.819852 1.492972 0.3963 -0.1166 0.5186 0.025
C 0.245241 -4.827625 2.245247 -1.0602 -0.2182 -0.1140 -0.527
C 1.615422 -5.226235 2.802117 0.4417 -0.0717 0.0228 -0.291
F 1.510090 -6.305418 3.588221 -0.1896 0.0019 -0.0092 0.124
F 2.100668 -4.204141 3.539535 -0.1010 0.0858 -0.1106 0.107
F -0.583826 -4.385235 3.200458 0.2656 0.0139 0.0693 0.160
F 0.431701 -3.772108 1.390823 0.2524 0.1366 -0.2137 0.095
H -1.981201 -6.814063 0.963162 0.0831 -0.1363 0.0413 0.144
H -2.302619 -5.644266 2.198848 0.0882 0.0099 0.2878 0.146
H -2.826641 -6.880981 4.488030 0.0138 0.0349 -0.0734 0.176
H 2.309838 -5.448507 1.987441 -0.0528 0.0506 -0.0451 0.177
C -8.409020 3.349235 -3.727916 -0.2235 0.2832 -0.5279 -0.034
C -8.492678 2.164296 -2.743953 0.6310 0.1118 -0.2334 -0.440
C -9.023088 2.433852 -1.332442 -0.3341 -0.1855 0.2522 -0.306
F -8.247006 3.295456 -0.651048 0.1996 0.1596 -0.1653 0.099
F -9.035333 1.270073 -0.638961 0.0203 -0.0448 -0.1294 0.094
F -7.288720 1.549356 -2.680993 0.0109 0.0387 0.1449 0.124
F -9.359353 1.272670 -3.299093 -0.2086 0.0954 0.0562 0.107
O -7.146372 3.980246 -3.925789 0.2140 -0.2594 0.7211 0.044
C -6.704170 5.013294 -3.123864 -0.7503 -0.0642 -0.5180 -0.539
C -5.431410 4.634934 -2.362287 0.4995 -0.0379 0.1310 -0.284
F -5.634127 3.560368 -1.572463 -0.1950 -0.0965 0.0189 0.088
F -5.046506 5.657684 -1.566055 -0.1297 0.0781 -0.0904 0.099
F -7.672496 5.456718 -2.303288 0.1196 -0.1206 0.1662 0.155
F -6.386516 6.038389 -3.942527 0.1524 -0.0041 0.0541 0.150
H -8.624987 2.910603 -4.701132 0.0736 -0.0801 0.0286 0.149
H -9.201041 4.077612 -3.556471 0.0524 0.0265 0.3002 0.147
H -10.044328 2.822407 -1.369609 0.0181 0.0232 -0.0745 0.175
H -4.621830 4.404593 -3.058026 -0.0940 0.0520 -0.1162 0.174
C 1.794962 -2.844140 -6.643209 -0.4479 0.3181 -0.3977 -0.039
C 2.102092 -3.834760 -5.499587 0.4896 -0.2040 -0.6765 -0.437
C 2.503308 -3.256242 -4.140221 0.1079 -0.0771 0.1824 -0.311
F 3.637438 -2.546357 -4.193418 0.0870 0.1279 -0.1829 0.116
F 2.708074 -4.262411 -3.244633 -0.2603 -0.0319 -0.0333 0.088
F 3.021835 -4.725038 -5.909960 0.0930 0.0400 0.1460 0.152
F 0.948591 -4.528020 -5.271646 -0.1629 0.2194 0.2040 0.095
O 2.800419 -2.591797 -7.611425 0.5100 -0.2184 0.6340 0.051
C 3.763396 -1.613864 -7.431358 -0.8192 0.1154 -0.1236 -0.530
C 5.177019 -2.200583 -7.376003 0.3648 -0.1226 -0.0986 -0.284
F 5.292742 -3.083118 -6.363518 -0.1759 0.0140 0.1265 0.100
F 6.062489 -1.204228 -7.163626 -0.1196 0.0572 -0.0195 0.107
F 3.488823 -0.842218 -6.356701 0.1498 -0.1812 0.1039 0.140
F 3.705995 -0.808408 -8.507452 0.1195 -0.0182 -0.0309 0.158
H 1.006370 -3.329850 -7.217080 0.0590 -0.1113 0.0205 0.152
H 1.354226 -1.917123 -6.271812 0.1864 0.0381 0.2072 0.143
H 1.710288 -2.619019 -3.747140 -0.1089 0.0651 -0.2016 0.134
H 5.415482 -2.706547 -8.313411 -0.0806 0.0499 -0.0374 0.179
```
Positions in Å, forces in eV/Å.



2.
Entry from OMol25: a structure of composition C40H51MgN3O7PSi (the ωB97M-V functional and the def2-TZVPD basis).

The calculation puts the frontier orbital gap at 7.6 eV. The charge is -1. The LUMO energy is 2.423 eV. The largest force on an atom comes out at 0.9 eV/Å.

```
104
Properties=species:S:1:pos:R:3:forces:R:3:lowdin_charge:R:1
Mg 0.064505 1.862670 -0.174329 0.6083 -0.7215 0.0182 0.556
C 2.023046 5.842105 0.165083 -0.0133 -0.0215 0.0251 -0.030
C 1.663423 4.428954 -0.166490 -0.0138 0.0245 0.0182 -0.258
N 0.847393 3.709546 0.511152 -0.0342 0.3626 0.1042 0.013
N 0.203706 4.239433 1.578202 -0.1032 -0.0111 0.0209 0.079
C -0.654302 3.334402 2.064360 0.3539 0.1642 0.2744 -0.436
O -0.754671 2.135407 1.698741 -0.0661 -0.1662 -0.3252 -0.045
C -1.522826 3.806773 3.181871 -0.0943 -0.0156 0.0165 -0.127
C -2.351926 2.882737 3.804630 -0.0539 -0.0773 0.0351 -0.006
C -3.197939 3.276020 4.830345 0.0140 0.0186 0.0222 -0.083
C -3.220828 4.601310 5.239949 0.0207 0.0268 -0.0271 -0.107
C -2.391780 5.528632 4.619458 -0.0158 0.0244 0.0433 -0.097
C -1.546810 5.135455 3.594746 0.0206 -0.0265 -0.0222 -0.030
C 2.190211 3.775091 -1.381379 0.0028 -0.0309 0.0039 -0.202
C 3.163158 4.357737 -2.188532 -0.0162 0.0113 0.0338 -0.013
C 3.580871 3.684390 -3.324825 0.0070 -0.0140 -0.0169 -0.070
C 3.037236 2.445553 -3.615835 0.0425 -0.0057 0.0089 -0.065
C 2.090218 1.927667 -2.742278 -0.0135 0.0104 -0.1078 -0.103
N 1.662920 2.576612 -1.675285 0.0489 0.1975 0.0943 0.095
H 1.473249 6.142037 1.052323 0.0062 0.0113 0.0007 0.060
H 3.094110 5.943610 0.356468 0.0182 0.0034 -0.0078 0.079
H 1.763722 6.508660 -0.660516 0.0127 0.0169 -0.0124 0.084
H -2.324413 1.855132 3.467652 -0.0168 -0.0160 -0.0265 0.097
H -3.842604 2.547942 5.307453 -0.0047 -0.0214 -0.0161 0.092
H -3.888128 4.915095 6.033332 0.0019 0.0041 0.0222 0.091
H -2.408693 6.565186 4.933490 -0.0135 0.0085 0.0017 0.092
H -0.905835 5.847066 3.094657 0.0097 0.0079 -0.0097 0.101
H 3.580402 5.320316 -1.927822 -0.0075 0.0008 -0.0055 0.102
H 4.332458 4.121186 -3.970778 -0.0006 0.0023 -0.0053 0.103
H 3.347118 1.881369 -4.484061 -0.0094 -0.0209 -0.0047 0.104
H 1.650951 0.953439 -2.892577 -0.0574 -0.1684 -0.0811 0.107
O -3.077823 3.532278 -0.168046 0.0497 0.2004 0.2604 0.033
C -2.598886 2.516409 -0.643336 -0.2252 0.2333 -0.6724 -0.705
O -1.438005 2.417415 -1.210558 -0.7111 -0.2989 0.2152 -0.131
C -3.525149 1.283624 -0.723408 0.0721 0.0518 -0.2397 -0.249
P -2.710682 -0.294490 -0.270643 0.0401 -0.1841 0.1953 1.116
C -3.884015 -1.527882 -0.993352 0.0239 0.0888 -0.0473 -0.348
C -3.764184 -1.750060 -2.368646 -0.0250 0.0611 0.0100 -0.119
C -4.538966 -2.696254 -3.018115 -0.0145 -0.0194 -0.0014 -0.099
C -5.445864 -3.463354 -2.297531 0.0010 0.0016 0.0056 -0.111
C -5.567906 -3.264611 -0.931555 -0.0171 -0.0132 -0.0029 -0.098
C -4.796100 -2.306028 -0.285629 0.0356 -0.0119 0.0415 -0.085
C -3.138761 -0.407780 1.512374 0.0166 0.0127 -0.1105 -0.374
C -2.154733 -0.909682 2.354460 0.0386 0.0447 0.1208 -0.095
C -2.393908 -1.059628 3.713707 0.0462 -0.0191 0.1225 -0.086
C -3.623265 -0.705109 4.248768 0.0160 -0.0082 -0.0237 -0.107
C -4.609596 -0.189047 3.418275 -0.0116 0.0667 -0.0180 -0.098
C -4.363072 -0.032697 2.062147 -0.0525 -0.0155 0.0700 -0.105
H -3.811152 1.186289 -1.775673 0.0303 0.0198 -0.0084 0.089
H -4.426955 1.477792 -0.145912 0.0142 0.0528 -0.0715 0.069
H -3.041755 -1.171781 -2.933123 0.0174 0.0069 -0.0334 0.086
H -4.426878 -2.847153 -4.084965 0.0112 0.0085 -0.0028 0.097
H -6.043501 -4.215986 -2.796489 -0.0117 0.0054 -0.0043 0.093
H -6.269702 -3.858678 -0.358675 0.0029 -0.0107 0.0064 0.096
H -4.902172 -2.173726 0.783213 0.0011 -0.0091 -0.0037 0.090
H -1.181987 -1.138718 1.941916 0.1228 -0.0801 -0.0491 0.097
H -1.610599 -1.435695 4.360806 0.0049 0.0003 -0.0172 0.101
H -3.808150 -0.810709 5.310834 0.0046 -0.0168 0.0039 0.096
H -5.567511 0.105719 3.829981 0.0026 0.0078 -0.0059 0.099
H -5.138263 0.384573 1.431380 -0.0072 -0.0259 0.0003 0.102
C 2.189426 -2.676766 -3.637529 -0.0311 0.0014 0.0289 -0.029
C 0.796570 -2.564255 -3.022974 -0.0915 -0.0134 -0.0554 -0.635
C 0.093696 -3.921453 -3.048354 -0.0051 0.0163 -0.0027 -0.035
C -0.056712 -1.546614 -3.797185 0.0389 0.0425 0.0640 -0.015
O 0.872024 -2.201530 -1.661889 0.1535 -0.0401 0.0089 -0.107
Si 1.624875 -1.221758 -0.577174 -0.2614 0.0312 0.2019 0.020
O 0.858121 0.118109 -0.271998 0.2321 -0.2100 -0.0360 -0.282
O 1.791712 -2.159222 0.785424 -0.3949 -0.0198 0.1642 -0.104
C 1.695781 -3.561782 1.021621 0.1933 0.0776 -0.1063 -0.635
C 0.276679 -4.079163 0.792694 0.0412 0.0897 -0.1236 -0.019
C 2.091967 -3.758239 2.481761 0.0295 -0.0019 -0.0348 -0.033
C 2.670335 -4.313836 0.112567 0.0405 0.0185 0.0296 -0.019
O 3.173888 -1.005241 -1.150648 0.0324 0.1818 -0.1099 -0.115
C 4.284728 -0.468637 -0.427230 -0.0264 -0.1227 0.0190 -0.634
C 4.988212 -1.618668 0.289160 -0.0143 0.0612 0.0730 -0.036
C 3.852288 0.588762 0.586254 -0.0007 -0.0622 -0.0262 -0.023
C 5.221681 0.146746 -1.457764 0.0549 -0.1261 0.0543 -0.027
H 2.111485 -2.842461 -4.714549 0.0019 -0.0336 -0.0099 0.085
H 2.741802 -3.506345 -3.191852 0.0170 0.0108 0.0096 0.082
H 2.753497 -1.763103 -3.451885 0.0019 0.0195 -0.0350 0.072
H -0.011609 -4.281313 -4.073694 -0.0065 -0.0175 -0.0117 0.082
H -0.897921 -3.829055 -2.601197 -0.0284 0.0028 -0.0287 0.086
H 0.659547 -4.656450 -2.474457 0.0224 0.0009 0.0104 0.074
H -0.648251 -2.045418 -4.567459 0.0130 0.0190 -0.0403 0.079
H 0.557339 -0.794022 -4.292367 0.0589 0.1094 0.0599 0.072
H -0.732075 -1.043063 -3.106398 -0.0166 -0.0101 0.0296 0.072
H -0.393337 -3.720934 1.567895 -0.1441 0.1192 0.1434 0.075
H 0.264049 -5.171797 0.805931 0.0136 -0.0081 0.0377 0.087
H -0.093478 -3.735238 -0.171546 0.0070 -0.0410 0.0173 0.066
H 1.390543 -3.234449 3.131993 0.0013 0.0335 -0.0040 0.081
H 3.090344 -3.353400 2.656105 0.0142 -0.0183 0.0085 0.078
H 2.090813 -4.818119 2.743386 -0.0148 -0.0246 0.0181 0.082
H 2.334751 -4.265895 -0.922384 0.0006 0.0160 -0.0341 0.064
H 2.739407 -5.361592 0.412428 -0.0246 -0.0350 -0.0187 0.085
H 3.661960 -3.865695 0.171142 -0.0693 -0.1068 0.0009 0.062
H 4.310157 -2.058585 1.020028 0.0565 0.0360 0.0027 0.061
H 5.880500 -1.263561 0.808813 0.0410 0.0173 -0.0101 0.085
H 5.277072 -2.386701 -0.430914 0.0278 0.0169 -0.0048 0.086
H 3.212015 0.152028 1.353714 0.0022 -0.0073 0.0232 0.088
H 3.285824 1.377663 0.096425 -0.0020 0.0710 -0.0364 0.069
H 4.733383 1.021604 1.064795 0.0089 0.0079 0.0239 0.089
H 5.488511 -0.596241 -2.211951 0.0072 -0.0143 0.0090 0.086
H 6.133500 0.508963 -0.978245 0.0201 -0.0055 -0.0067 0.084
H 4.736477 0.980196 -1.951930 -0.1092 0.1901 -0.1174 0.061
```
Positions in Å, forces in eV/Å.